Arrangement a

Computed, not measured: 8 unconnected molecules or ions with the total composition C32H80O16, with wB97M-V/def2-TZVPD.

Bonds (Å) are listed after each position.
Atoms and positions in Å:
1 H -2.33 7.10 -3.44  C13 1.083
2 H -4.08 5.81 -0.36  C93 1.095
3 C 0.40 3.20 -2.27  H49 1.071, O60 1.438, H117 1.113, H124 1.100
4 H -0.78 0.71 -3.39  C6 1.096
5 O -5.44 -0.69 0.24  C90 1.377, C110 1.426
6 C -1.54 0.62 -4.17  H4 1.096, H75 1.079, H80 1.126, O103 1.406
7 C -3.53 8.23 -1.99  C13 1.545, H23 1.094, H65 1.082, O76 1.433
8 H 1.73 2.31 -0.20  C120 1.125
9 C -0.30 -2.05 0.02  O11 1.444, H84 1.055, H92 1.102, H118 1.098
10 O 4.49 -2.48 -1.30  C37 1.395, C73 1.356
11 O -0.65 -0.65 0.09  C9 1.444, C81 1.414
12 H 3.40 1.07 -2.29  C109 1.104
13 C -3.13 6.93 -2.72  H1 1.083, C7 1.545, H59 1.110, O113 1.403
14 C -2.35 0.77 0.80  H25 1.112, H77 1.077, C81 1.486, O99 1.408
15 H 0.90 1.07 -1.13  C120 1.084
16 O -4.89 -2.74 2.06  C29 1.375, C57 1.482
17 H 4.99 -2.00 0.66  C73 1.102
18 H 5.42 0.11 -0.19  C34 1.134
19 H 0.11 -3.99 4.99  C97 1.110
20 O -1.27 -1.04 4.08  C88 1.398, C94 1.416
21 H -0.64 3.45 1.53  C47 1.055
22 H -3.86 -4.57 2.17  C57 1.097
23 H -2.71 8.60 -1.37  C7 1.094
24 H 1.81 1.26 2.90  C106 1.114
25 H -2.48 1.05 -0.27  C14 1.112
26 H -2.86 -3.15 1.74  C57 1.083
27 H 2.96 -0.07 -0.96  C109 1.083
28 H -2.36 3.27 1.80  C47 1.094
29 C -5.35 -3.04 0.80  O16 1.375, H58 1.099, C110 1.521, H123 1.104
30 H 2.01 -2.55 -4.88  C108 1.084
31 O 0.72 -1.60 -3.47  C48 1.420, C108 1.451
32 C 3.18 -0.54 3.85  C52 1.498, O64 1.390, H87 1.086, H102 1.122
33 H 2.82 -1.93 -3.39  C108 1.105
34 C 5.31 1.11 -0.71  H18 1.134, H51 1.049, O66 1.403, H82 1.119
35 H 0.02 0.48 4.46  C94 1.106
36 C 4.49 -3.88 4.32  H42 1.132, H56 1.104, O111 1.393, H127 1.093
37 C 5.74 -2.93 -1.72  O10 1.395, H72 1.142, H119 1.078, C121 1.565
38 H 0.52 0.30 2.03  C106 1.118
39 H 4.30 -1.50 5.40  C52 1.100
40 H 4.55 -1.53 -5.17  C101 1.091
41 C -4.93 9.16 -0.35  O76 1.397, H116 1.083, H125 1.076, H126 1.106
42 H 3.53 -4.29 4.77  C36 1.132
43 H 5.62 -0.12 -5.07  C101 1.064
44 H 1.72 -3.39 3.11  C67 1.094
45 H -3.42 -3.31 3.39  C57 1.064
46 H 6.32 -1.68 -5.53  C101 1.118
47 C -1.50 2.91 1.23  H21 1.055, H28 1.094, H69 1.091, O99 1.411
48 C -0.43 -2.40 -3.68  O31 1.420, H54 1.122, C115 1.508, H128 1.108
49 H -0.39 2.50 -2.44  C3 1.071
50 H 1.77 -3.35 -3.36  C108 1.095
51 H 5.97 1.84 -0.33  C34 1.049
52 C 3.59 -1.76 4.60  C32 1.498, H39 1.100, H70 1.081, O111 1.402
53 H -1.77 -1.01 1.83  C81 1.092
54 H -0.49 -2.76 -4.74  C48 1.122
55 H 3.27 -2.28 0.24  C73 1.112
56 H 5.21 -3.78 5.15  C36 1.104
57 C -3.66 -3.51 2.38  O16 1.482, H22 1.097, H26 1.083, H45 1.064
58 H -5.79 -4.04 0.68  C29 1.099
59 H -4.06 6.66 -3.26  C13 1.110
60 O 1.66 2.52 -2.34  C3 1.438, C120 1.425
61 H 4.42 -3.65 0.35  C73 1.083
62 H -6.68 -2.18 -0.62  C110 1.133
63 H -5.39 1.10 -0.61  C90 1.074
64 O 2.12 -0.85 3.01  C32 1.390, C106 1.507
65 H -3.75 8.93 -2.78  C7 1.082
66 O 4.02 1.63 -0.52  C34 1.403, C109 1.408
67 C 0.96 -4.06 2.69  H44 1.094, O86 1.457, H105 1.071, H122 1.093
68 H -2.57 -2.29 -3.52  C115 1.085
69 H -1.68 3.10 0.17  C47 1.091
70 H 2.79 -2.25 5.15  C52 1.081
71 H -2.60 -1.28 0.31  C81 1.090
72 H 5.96 -4.02 -1.47  C37 1.142
73 C 4.31 -2.61 0.04  O10 1.356, H17 1.102, H55 1.112, H61 1.083
74 H -1.59 0.57 5.31  C94 1.104
75 H -1.12 1.15 -5.01  C6 1.079
76 O -4.68 8.05 -1.16  C7 1.433, C41 1.397
77 H -3.28 0.89 1.33  C14 1.077
78 H -7.04 0.44 -0.54  C90 1.124
79 O 5.74 -1.41 -3.54  C101 1.401, C121 1.375
80 H -2.45 1.19 -3.83  C6 1.126
81 C -1.87 -0.64 0.81  O11 1.414, C14 1.486, H53 1.092, H71 1.090
82 H 5.54 0.95 -1.79  C34 1.119
83 H -3.31 4.25 -0.91  C93 1.072
84 H 0.65 -2.13 -0.43  C9 1.055
85 H -1.44 0.95 3.54  C94 1.090
86 O -0.36 -3.54 3.00  C67 1.457, C97 1.418
87 H 4.03 -0.16 3.30  C32 1.086
88 C -0.34 -1.88 4.70  O20 1.398, H89 1.114, H95 1.132, C97 1.522
89 H -0.23 -1.82 5.80  C88 1.114
90 C -5.95 0.19 -0.68  O5 1.377, H63 1.074, H78 1.124, H107 1.104
91 H -4.62 4.96 -1.95  C93 1.145
92 H -1.10 -2.56 -0.54  C9 1.102
93 C -3.77 5.18 -1.20  H2 1.095, H83 1.072, H91 1.145, O113 1.423
94 C -1.07 0.33 4.36  O20 1.416, H35 1.106, H74 1.104, H85 1.090
95 H 0.72 -1.72 4.33  C88 1.132
96 H -1.74 -1.06 -2.55  C115 1.100
97 C -0.56 -3.35 4.39  H19 1.110, O86 1.418, C88 1.522, H114 1.112
98 H -7.01 -1.74 1.04  C110 1.036
99 O -1.34 1.53 1.43  C14 1.408, C47 1.411
100 H 6.70 -3.20 -3.76  C121 1.130
101 C 5.55 -1.16 -4.91  H40 1.091, H43 1.064, H46 1.118, O79 1.401
102 H 2.96 0.31 4.55  C32 1.122
103 O -1.77 -0.71 -4.57  C6 1.406, C115 1.419
104 H 2.25 0.46 1.39  C106 1.093
105 H 1.05 -4.10 1.63  C67 1.071
106 C 1.61 0.37 2.27  H24 1.114, H38 1.118, O64 1.507, H104 1.093
107 H -5.81 -0.19 -1.71  C90 1.104
108 C 1.90 -2.37 -3.81  H30 1.084, O31 1.451, H33 1.105, H50 1.095
109 C 3.02 0.97 -1.26  H12 1.104, H27 1.083, O66 1.408, C120 1.476
110 C -6.23 -1.88 0.37  O5 1.426, C29 1.521, H62 1.133, H98 1.036
111 O 4.18 -2.67 3.70  C36 1.393, C52 1.402
112 H 4.95 -3.28 -3.82  C121 1.113
113 O -2.74 5.86 -1.89  C13 1.403, C93 1.423
114 H -1.56 -3.69 4.75  C97 1.112
115 C -1.72 -1.63 -3.50  C48 1.508, H68 1.085, H96 1.100, O103 1.419
116 H -5.71 8.82 0.34  C41 1.083
117 H 0.23 3.71 -1.30  C3 1.113
118 H -0.32 -2.45 1.05  C9 1.098
119 H 6.57 -2.34 -1.37  C37 1.078
120 C 1.76 1.73 -1.16  H8 1.125, H15 1.084, O60 1.425, C109 1.476
121 C 5.77 -2.76 -3.28  C37 1.565, O79 1.375, H100 1.130, H112 1.113
122 H 1.04 -5.06 3.12  C67 1.093
123 H -4.45 -3.03 0.16  C29 1.104
124 H 0.38 3.94 -3.09  C3 1.100
125 H -5.36 9.99 -0.89  C41 1.076
126 H -4.02 9.51 0.17  C41 1.106
127 H 4.91 -4.55 3.56  C36 1.093
128 H -0.39 -3.23 -2.94  C48 1.108

Values from the calculation:
LUMO level = 0.0290 Ha
E_HOMO = -9.081 eV
Total charge = 0
Orbital gap = 9.871 eV
SMILES = COCCOC.COCCOC.COCCOC.COCCOC.COCCOC.COCCOC.COCCOC.COCCOC



Arrangement b

Computed, not measured: 8 unconnected molecules or ions with the total composition C32H80O16, with wB97M-V/def2-TZVPD.

Bonds (Å) are listed after each position.
Atoms and positions in Å:
1 O 2.41 6.99 3.67  C71 1.415, C104 1.471
2 H 1.29 -2.12 -4.79  C20 1.090
3 H 1.33 -4.32 -3.51  C77 1.090
4 C -2.79 3.08 0.51  C46 1.539, H65 1.090, H84 1.090, O109 1.421
5 H 2.17 -3.54 4.02  C127 1.090
6 H 0.51 -1.32 -3.52  C20 1.090
7 H -4.65 -7.97 -8.18  C80 1.090
8 C -3.34 -6.28 -5.58  C10 1.531, H37 1.090, H47 1.090, O94 1.411
9 H 0.81 -3.53 5.21  C127 1.090
10 C -2.36 -5.11 -5.44  C8 1.531, O29 1.453, H48 1.090, H128 1.090
11 C 2.69 8.66 5.42  H23 1.090, O54 1.401, C71 1.546, H89 1.090
12 H -4.34 -8.46 -6.46  C80 1.090
13 H -0.92 5.56 9.34  C49 1.090
14 H -6.40 5.23 2.00  C82 1.090
15 O -0.62 -1.25 -5.29  C20 1.436, C90 1.454
16 H 0.20 -1.99 -6.95  C90 1.090
17 H 0.28 -0.26 1.16  C113 1.090
18 H 2.29 2.40 2.01  C99 1.090
19 H -3.03 5.24 0.89  C46 1.090
20 C 0.29 -1.91 -4.41  H2 1.090, H6 1.090, O15 1.436, H81 1.090
21 H -1.25 -2.82 -6.31  C90 1.090
22 C 2.01 -6.56 -4.54  H24 1.090, O36 1.408, H63 1.090, H126 1.090
23 H 2.67 9.48 4.70  C11 1.090
24 H 2.57 -7.49 -4.47  C22 1.090
25 H 2.53 -0.99 -0.88  C45 1.090
26 H -0.91 -3.14 -1.40  C85 1.090
27 C 5.21 -2.01 -2.80  H28 1.090, H56 1.090, O79 1.450, H112 1.090
28 H 5.94 -2.82 -2.78  C27 1.090
29 O -1.32 -5.13 -4.42  C10 1.453, C70 1.413
30 H 5.39 9.19 6.04  C35 1.090
31 H -0.21 -4.97 2.08  C97 1.090
32 H 0.35 5.76 5.28  C119 1.090
33 H 0.06 3.98 7.68  C100 1.090
34 H -6.12 5.55 0.24  C82 1.090
35 C 4.56 9.82 6.36  H30 1.090, O54 1.376, H93 1.090, H118 1.090
36 O 2.94 -5.64 -4.03  C22 1.408, C77 1.458
37 H -4.31 -5.91 -5.27  C8 1.090
38 H -2.52 -5.88 -2.96  C70 1.090
39 H -2.23 4.26 4.30  C91 1.090
40 C -0.76 -6.04 4.95  H52 1.090, O61 1.398, H72 1.090, H120 1.090
41 H 1.71 -1.30 1.54  C113 1.090
42 H 2.65 4.87 4.01  C104 1.090
43 C -1.73 -1.24 -7.66  O44 1.470, C90 1.525, H107 1.090, H124 1.090
44 O -1.63 -2.02 -8.90  C43 1.470, C59 1.378
45 C 1.47 -1.00 -0.61  H25 1.090, C113 1.548, H114 1.090, O121 1.396
46 C -3.59 4.39 0.50  C4 1.539, H19 1.090, H57 1.090, O76 1.422
47 H -3.08 -7.14 -4.97  C8 1.090
48 H -2.92 -4.19 -5.56  C10 1.090
49 C -0.82 6.40 8.65  H13 1.090, H50 1.090, O51 1.450, H108 1.090
50 H -1.69 6.49 7.99  C49 1.090
51 O 0.39 6.16 7.89  C49 1.450, C100 1.443
52 H -1.12 -5.02 4.77  C40 1.090
53 C -0.82 4.01 -0.48  H64 1.090, H102 1.090, O109 1.395, H122 1.090
54 O 3.34 9.20 6.53  C11 1.401, C35 1.376
55 H 2.03 5.26 2.51  C104 1.090
56 H 4.95 -1.68 -1.79  C27 1.090
57 H -3.70 4.65 -0.55  C46 1.090
58 H -0.06 -3.25 1.45  C97 1.090
59 C -2.57 -1.69 -9.85  O44 1.378, H60 1.090, H98 1.090, H117 1.090
60 H -3.63 -1.92 -9.75  C59 1.090
61 O 0.55 -6.07 5.44  C40 1.398, C62 1.405
62 C 1.43 -5.47 4.53  O61 1.405, H69 1.090, H115 1.090, C127 1.524
63 H 1.10 -6.64 -3.95  C22 1.090
64 H -1.19 3.60 -1.42  C53 1.090
65 H -3.23 2.49 1.31  C4 1.090
66 H 4.15 8.06 4.19  C71 1.090
67 C 3.32 -3.56 -2.96  C77 1.531, O79 1.415, H105 1.090, H106 1.090
68 H -2.46 -4.16 -2.82  C70 1.090
69 H 1.49 -6.05 3.61  C62 1.090
70 C -1.87 -5.02 -3.12  O29 1.413, H38 1.090, H68 1.090, H103 1.090
71 C 3.32 7.49 4.63  O1 1.415, C11 1.546, H66 1.090, H88 1.090
72 H -1.34 -6.52 5.73  C40 1.090
73 H 3.78 5.51 2.87  C104 1.090
74 H 1.43 -4.26 1.95  C97 1.090
75 O -0.31 3.86 5.15  C91 1.381, C119 1.433
76 O -4.84 4.27 1.17  C46 1.422, C82 1.419
77 C 2.36 -4.31 -3.89  H3 1.090, O36 1.458, C67 1.531, H87 1.090
78 H -0.83 4.53 3.23  C91 1.090
79 O 4.02 -2.45 -3.50  C27 1.450, C67 1.415
80 C -4.52 -7.63 -7.15  H7 1.090, H12 1.090, O94 1.471, H110 1.090
81 H -0.13 -2.87 -4.12  C20 1.090
82 C -5.66 5.43 1.22  H14 1.090, H34 1.090, O76 1.419, H125 1.090
83 H 1.81 0.96 3.07  C99 1.090
84 H -3.02 2.46 -0.36  C4 1.090
85 C -0.62 -2.14 -1.10  H26 1.090, H92 1.090, H111 1.090, O121 1.417
86 H 0.72 1.99 2.15  C99 1.090
87 H 2.25 -3.92 -4.90  C77 1.090
88 H 3.68 6.73 5.32  C71 1.090
89 H 1.63 8.45 5.60  C11 1.090
90 C -0.82 -1.86 -6.60  O15 1.454, H16 1.090, H21 1.090, C43 1.525
91 C -1.20 3.97 4.10  H39 1.090, O75 1.381, H78 1.090, H96 1.090
92 H -0.89 -1.39 -1.85  C85 1.090
93 H 4.52 10.47 5.48  C35 1.090
94 O -3.42 -6.68 -6.94  C8 1.411, C80 1.471
95 H -1.16 5.48 6.18  C119 1.090
96 H -1.22 2.93 3.77  C91 1.090
97 C 0.37 -4.05 2.05  H31 1.090, H58 1.090, H74 1.090, O101 1.393
98 H -2.29 -0.75 -10.33  C59 1.090
99 C 1.70 1.49 2.12  H18 1.090, H83 1.090, H86 1.090, O116 1.426
100 C 0.52 4.88 7.24  H33 1.090, O51 1.443, C119 1.509, H123 1.090
101 O 0.29 -3.47 3.32  C97 1.393, C127 1.439
102 H 0.26 4.13 -0.41  C53 1.090
103 H -1.03 -5.00 -2.43  C70 1.090
104 C 2.76 5.62 3.24  O1 1.471, H42 1.090, H55 1.090, H73 1.090
105 H 2.92 -3.37 -1.96  C67 1.090
106 H 4.06 -4.27 -2.60  C67 1.090
107 H -2.77 -1.23 -7.33  C43 1.090
108 H -0.71 7.35 9.17  C49 1.090
109 O -1.40 3.36 0.61  C4 1.421, C53 1.395
110 H -5.45 -7.14 -6.87  C80 1.090
111 H -1.02 -1.71 -0.18  C85 1.090
112 H 5.50 -1.08 -3.28  C27 1.090
113 C 1.28 -0.57 0.86  H17 1.090, H41 1.090, C45 1.548, O116 1.448
114 H 1.05 -0.25 -1.28  C45 1.090
115 H 2.46 -5.55 4.87  C62 1.090
116 O 2.02 0.68 1.00  C99 1.426, C113 1.448
117 H -2.26 -2.41 -10.61  C59 1.090
118 H 4.74 10.31 7.31  C35 1.090
119 C -0.19 5.06 5.92  H32 1.090, O75 1.433, H95 1.090, C100 1.509
120 H -0.91 -6.65 4.05  C40 1.090
121 O 0.77 -2.18 -0.87  C45 1.396, C85 1.417
122 H -1.12 5.06 -0.36  C53 1.090
123 H 1.54 4.71 6.93  C100 1.090
124 H -1.45 -0.19 -7.72  C43 1.090
125 H -5.39 6.43 1.55  C82 1.090
126 H 1.85 -6.41 -5.61  C22 1.090
127 C 1.21 -3.97 4.30  H5 1.090, H9 1.090, C62 1.524, O101 1.439
128 H -1.79 -5.21 -6.36  C10 1.090

Values from the calculation:
LUMO level = 0.0209 Ha
E_HOMO = -9.272 eV
Total charge = 0
Orbital gap = 9.840 eV
SMILES = COCCOC.COCCOC.COCCOC.COCCOC.COCCOC.COCCOC.COCCOC.COCCOC



arrangement a has the most favorable energy; the next structure is 388.9 kJ/mol above.



Arrangement a

Computed, not measured: 3 unconnected molecules or ions with the total composition C3H13NO3S, with wB97M-V/def2-TZVPD.

Bonds (Å) are listed after each position.
Atoms and positions in Å:
1 S 0.20 -1.93 -0.14  C7 1.777, H15 1.355
2 H 3.30 2.57 0.47  C16 1.092
3 H -4.61 -5.31 0.18  O21 0.968
4 H 0.06 -0.41 1.83  C7 1.087
5 H -1.54 2.36 0.24  O19 0.952
6 H -2.34 1.78 -0.83  O19 0.979
7 C 0.35 -0.42 0.79  S1 1.777, H4 1.087, H10 1.096, C11 1.520
8 O 2.37 2.48 -1.39  C16 1.446, H20 0.968
9 H 0.46 2.05 -0.01  N14 1.002
10 H -0.44 0.15 0.28  C7 1.096
11 C 1.63 0.39 0.66  C7 1.520, N14 1.491, H17 1.089, H18 1.089
12 H -5.40 -4.08 0.09  O21 0.962
13 H 2.01 3.71 0.27  C16 1.097
14 N 1.26 1.83 0.55  H9 1.002, C11 1.491, C16 1.430
15 H 0.65 -2.85 0.75  S1 1.355
16 C 2.30 2.68 0.04  H2 1.092, O8 1.446, H13 1.097, N14 1.430
17 H 2.26 0.23 -0.21  C11 1.089
18 H 2.26 0.31 1.55  C11 1.089
19 O -1.58 2.38 -0.71  H5 0.952, H6 0.979
20 H 2.97 3.16 -1.73  O8 0.968
21 O -5.47 -4.96 0.47  H3 0.968, H12 0.962

Values from the calculation:
LUMO level = 0.0163 Ha
E_HOMO = -8.930 eV
Total charge = 0
Orbital gap = 9.375 eV
SMILES = OCNCCS.O.O



Arrangement b

Computed, not measured: 3 unconnected molecules or ions with the total composition C3H13NO3S, with wB97M-V/def2-TZVPD.

Bonds (Å) are listed after each position.
Atoms and positions in Å:
1 H -3.00 1.39 -0.96  S3 1.343
2 H 1.34 0.46 1.36  N14 1.009
3 S -2.72 0.98 0.29  H1 1.343, C7 1.782
4 H -2.08 -1.75 0.53  C10 1.091
5 H 2.93 1.63 -1.17  O12 0.961
6 H -0.32 1.46 0.35  C7 1.089
7 C -0.98 0.63 0.09  S3 1.782, H6 1.089, C15 1.570, H18 1.083
8 H 0.08 -3.22 1.56  O17 0.958
9 H 2.68 0.18 -0.69  O12 0.955
10 C -1.00 -1.78 0.67  H4 1.091, C15 1.504, O17 1.443, H19 1.093
11 H 0.55 2.51 -2.15  O20 0.956
12 O 2.73 1.09 -0.41  H5 0.961, H9 0.955
13 H 0.55 1.68 -3.45  O20 0.961
14 N 0.98 -0.42 1.03  H2 1.009, C15 1.477, H16 1.018
15 C -0.49 -0.44 1.12  C7 1.570, C10 1.504, N14 1.477, H21 1.091
16 H 1.34 -1.10 1.70  N14 1.018
17 O -0.77 -2.79 1.67  H8 0.958, C10 1.443
18 H -0.71 0.22 -0.88  C7 1.083
19 H -0.62 -2.20 -0.27  C10 1.093
20 O 0.27 1.68 -2.53  H11 0.956, H13 0.961
21 H -0.76 -0.21 2.15  C15 1.091

Values from the calculation:
LUMO level = 0.0137 Ha
E_HOMO = -8.797 eV
Total charge = 0
Orbital gap = 9.169 eV
SMILES = N[C@H](CO)CS.O.O



arrangement b has the most favorable energy; the next structure is 38.4 kJ/mol above.